(1)
Density functional theory data (ωB97M-V/def2-TZVPD) for an isolated molecule of C20H21ClO4.

Its molecular weight is 360.837 g/mol. Its SMILES is CC(C)OC(=O)C(C)(C)Oc1ccc(C(=O)c2ccc(Cl)cc2)cc1. The value obtained for the energy is -41793.8239 eV.

Each line ends with the natural charge from an NBO analysis.
Cartesian coordinates (Å):
Cl 4.43629 -4.12592 -5.94761  0.012
O -1.55205 2.77059 2.30973  -0.496
O -1.21735 0.69255 0.95449  -0.486
O -3.28138 3.42534 1.04549  -0.606
O 1.71623 -4.82106 0.09795  -0.538
C -1.73423 1.76608 0.17530  0.172
C -1.93631 3.66083 3.37555  0.091
C 0.02180 -1.20403 1.40852  -0.262
C 0.89988 -2.64530 -0.30863  -0.206
C -0.40288 -0.69978 -0.90314  -0.276
C 2.39514 -5.10373 -2.67696  -0.147
C -1.37157 5.05063 3.10397  -0.631
C 0.31699 -1.82192 -1.26773  -0.160
C -2.30458 2.74676 1.22930  0.800
C 3.63039 -4.04228 -4.42239  -0.012
C -1.40246 3.05943 4.66646  -0.619
C -0.54728 -0.36371 0.44161  0.334
C 3.03470 -5.18011 -3.89860  -0.239
C 2.93948 -2.76814 -2.51970  -0.113
C -2.85903 1.35078 -0.77690  -0.647
C 0.71855 -2.32814 1.04061  -0.127
C 2.32350 -3.89710 -1.98488  -0.179
C 3.59580 -2.83849 -3.73400  -0.264
C -0.62104 2.55245 -0.53286  -0.634
C 1.64731 -3.87081 -0.65737  0.560
H 2.92647 -1.83719 -1.97264  0.218
H -1.64351 5.72260 3.91272  0.217
H -3.62365 2.12485 -0.76746  0.255
H -0.28744 5.00503 3.02887  0.209
H -2.50777 1.22938 -1.79746  0.207
H -1.04613 3.44509 -0.98513  0.228
H 0.13547 2.84422 0.19272  0.228
H 4.08038 -1.96785 -4.14757  0.228
H -3.30663 0.41943 -0.43791  0.229
H 3.07970 -6.11180 -4.44024  0.230
H -0.14689 1.95548 -1.30706  0.220
H -1.69816 3.67590 5.51027  0.216
H -0.31780 3.00321 4.62766  0.211
H -0.85744 -0.10707 -1.67837  0.212
H -0.11067 -0.94065 2.44594  0.228
H 1.15003 -2.97936 1.78564  0.234
H 0.39786 -2.07373 -2.31515  0.222
H 1.93603 -5.97922 -2.24317  0.236
H -3.03260 3.70848 3.39271  0.200
H -1.77599 5.44179 2.17346  0.225
H -1.79713 2.05645 4.80396  0.220


(2)
Density functional theory data (ωB97M-V/def2-TZVPD) for a structure of composition C20H21CsN5O2.

Its molecular weight is 496.326 g/mol. Its net charge is +1. As for the energy above the lowest of the compared OMol25 structures with the same formula, charge and spin: 0.0000 eV.

Each line ends with the Mulliken charge.
Cartesian coordinates (Å):
Cs 3.22198 0.40884 1.87898  1.032
O -4.02454 -1.63980 3.08959  -0.724
O -3.31434 -3.53253 2.04815  -0.729
N 2.36857 -1.69451 -0.12400  -0.238
N 0.50252 -0.42590 1.45707  -0.060
N 0.87257 2.26134 1.91393  -0.210
N 0.61833 1.58679 -1.86840  -0.156
N -1.36469 0.44547 -3.62231  -0.107
C -1.10794 2.39652 3.23420  -0.719
C 1.06386 3.56604 2.12862  -0.493
C -0.20775 1.67513 2.44756  0.350
C 0.20730 4.35507 2.87208  -0.548
C 3.28981 -2.30864 -0.87209  -0.500
C 1.35652 -2.42145 0.36901  0.399
C 1.27187 -3.79629 0.13848  -0.825
C -3.22540 -2.37896 2.49619  0.415
C -1.85212 -1.70895 2.21225  -0.852
C -0.22820 0.49340 -1.43756  0.520
C 0.29958 -1.71804 1.17012  1.079
C -0.89864 3.74556 3.44425  -0.527
C 3.26156 -3.65749 -1.17122  -0.555
C -0.56089 1.64163 -4.06482  -0.585
C -1.58261 0.44738 -2.12894  -0.912
C -0.85969 -2.39099 1.53146  -0.716
C 0.76628 1.65334 -3.30645  -0.729
C 2.23019 -4.41613 -0.63965  -0.512
C -0.43935 0.21713 2.16253  1.138
C -1.61913 -0.39112 2.56701  -0.791
H 0.30727 -0.44851 -1.60421  0.155
H -1.16566 2.51860 -3.83722  0.351
H 2.17302 -5.48045 -0.82552  0.450
H 1.94810 3.99951 1.67131  0.434
H -2.41652 0.10229 3.10359  0.620
H -0.39284 0.55729 -0.36707  -0.661
H 4.08889 -1.68095 -1.25439  0.452
H -0.86401 -0.40809 -3.87998  0.394
H 0.32929 2.47142 -1.47062  0.330
H -1.59258 4.31430 4.04881  0.452
H -1.96374 1.91499 3.67992  0.447
H -0.41947 1.56997 -5.14221  0.392
H -2.14658 -0.44635 -1.86472  0.445
H 1.36311 0.79399 -3.63487  0.318
H -2.18285 1.33016 -1.90979  0.342
H -2.26049 0.42028 -4.10942  0.350
H 4.03174 -4.09969 -1.78729  0.409
H 0.47227 -4.38080 0.56530  0.420
H -1.08217 -3.41658 1.27390  0.608
H 1.32050 2.54709 -3.58799  0.437
H 0.40707 5.40869 3.00644  0.414


(3)
Density functional theory data (ωB97M-V/def2-TZVPD) for a structure of composition C20H21F3N4O.

Its molecular weight is 390.409 g/mol. As for the energy above the lowest of the compared OMol25 structures with the same formula, charge and spin: 2.1523 eV.

Each line ends with the natural charge from an NBO analysis.
Cartesian coordinates (Å):
F 2.61038 -6.33380 -2.45990  -0.318
F 4.35020 -6.35273 -1.12219  -0.335
F 4.46156 -5.55353 -3.15246  -0.315
O 0.46705 -0.33798 0.96175  -0.740
N 0.51356 2.19536 -0.34053  -0.491
N -3.83754 -0.30326 0.60502  -0.362
N -2.52087 2.68047 1.58942  -0.355
N -2.23134 1.08399 -0.00546  -0.469
C -4.82215 -0.53432 1.50564  0.024
C 2.00165 -3.92951 -1.08078  -0.151
C 1.48281 -2.63194 -0.87568  -0.226
C 4.18582 -3.14477 -1.45710  -0.160
C 3.81721 -1.82116 -1.32567  -0.241
C 1.62272 0.26687 0.55158  0.099
C 2.44982 -1.56989 -0.95975  0.047
C -1.80262 2.25002 0.46358  0.404
C 3.28912 -4.24953 -1.51188  -0.163
C -3.27697 0.90152 0.83908  0.270
C -5.32529 0.37637 2.46987  -0.276
C 0.71809 0.16531 -1.76012  -0.409
C 3.68003 -5.62956 -2.07690  0.982
C -4.68649 1.58099 2.63813  -0.191
C -0.66489 3.05243 -0.04445  -0.253
C -2.59354 4.02102 2.22492  -0.413
C 1.48929 1.77857 0.74920  -0.208
C 2.02081 -0.13564 -0.81817  -0.266
C 0.43900 1.67273 -1.75321  -0.206
C -3.60483 1.85145 1.78535  0.041
H -1.97308 4.71225 1.66334  0.215
H -0.92301 3.56922 -0.96363  0.218
H 0.44013 -2.38514 -0.56194  0.251
H -0.35168 0.01678 0.57949  0.499
H 2.40881 2.25447 0.54473  0.182
H -0.17521 -0.35070 -1.34811  0.222
H 1.35526 -4.66849 -0.91351  0.205
H -0.42382 1.98764 -2.27506  0.212
H -2.21388 3.78923 3.21666  0.212
H 1.28559 2.22839 -2.16218  0.175
H 1.06156 2.01216 1.73374  0.212
H -4.92724 2.36003 3.38648  0.218
H -5.38653 -1.46324 1.34078  0.191
H 2.39829 -0.07005 1.20063  0.179
H -0.48594 3.82828 0.69611  0.196
H -3.63037 4.42762 2.34573  0.216
H 5.22911 -3.20082 -1.85167  0.216
H 4.47192 -0.98741 -1.42123  0.217
H -6.07170 0.16166 3.15236  0.221
H 0.87618 -0.07921 -2.81561  0.217
H 2.80302 0.50787 -1.18642  0.205


(4)
Density functional theory data (ωB97M-V/def2-TZVPD) for a structure of composition C20H21F8FeN3O5S2.

Its molecular weight is 655.367 g/mol. As for the spin multiplicity: 5. Its net charge is -2. As for the energy above the lowest of the compared OMol25 structures with the same formula, charge and spin: 0.4264 eV.

Each line ends with the natural charge from an NBO analysis.
Cartesian coordinates (Å):
Fe -10.97276 7.91490 -7.97275  1.517
S -12.61160 10.11621 -8.86041  2.585
S -15.85928 5.26119 -7.80826  -0.339
F -13.15406 6.75020 -3.30691  -0.366
F -8.15218 5.09743 -10.01824  -0.316
F -13.01360 3.07373 -6.14358  -0.377
F -7.40074 4.30609 -8.12436  -0.353
F -9.47915 4.61887 -8.38891  -0.333
F -5.89618 6.88002 -7.46520  -0.356
F -6.40145 7.26764 -9.51965  -0.339
F -6.99679 8.64720 -7.92889  -0.318
O -11.09547 10.23123 -8.75356  -1.107
O -13.22949 10.52007 -7.60972  -1.085
O -9.18780 7.33948 -8.67550  -0.912
O -12.79175 8.61450 -8.87976  -1.164
O -13.16716 10.73534 -10.02663  -1.038
N -10.90691 9.02800 -6.07585  -0.554
N -15.46820 7.75721 -8.56024  -0.562
N -17.62216 7.27834 -7.75683  -0.680
C -11.91587 8.53577 -5.32795  0.242
C -12.22787 7.10051 -5.48853  -0.178
C -15.92984 9.16466 -8.75015  -0.240
C -11.98634 6.55118 -6.77415  -0.382
C -12.66374 9.34321 -4.44142  -0.253
C -19.99857 7.50731 -8.34179  -0.607
C -12.32311 5.25028 -7.01750  -0.351
C -11.23518 11.19621 -5.06113  -0.276
C -13.04944 4.93552 -4.69184  -0.403
C -12.79687 4.46783 -5.99726  0.438
C -12.85465 6.27373 -4.55121  0.407
C -12.23027 10.64200 -4.27198  -0.151
C -16.26749 6.86046 -8.07445  0.304
C -8.27962 5.15855 -8.69898  0.952
C -16.04266 9.86000 -7.38962  -0.619
C -8.23660 6.61607 -8.06496  0.129
C -18.55483 7.33169 -8.87958  -0.211
C -6.89356 7.35515 -8.25626  0.955
C -10.61448 10.32903 -5.98284  0.129
C -8.49736 6.44634 -6.54078  -0.676
H -15.29259 9.42003 -6.70344  0.245
H -12.66638 11.21494 -3.53695  0.186
H -13.40728 4.33637 -3.84511  0.226
H -14.47571 7.66898 -8.77784  0.482
H -18.51789 6.37756 -9.45582  0.178
H -15.13807 9.66015 -9.36833  0.263
H -12.18410 4.84773 -8.02915  0.225
H -18.34026 8.23308 -9.47965  0.194
H -9.70198 10.59476 -6.57053  0.215
H -20.24678 6.83508 -7.53164  0.200
H -7.75488 5.88143 -5.97823  0.210
H -10.91694 12.19358 -4.98986  0.202
H -13.35768 8.91009 -3.72209  0.225
H -20.10939 8.53054 -7.92374  0.201
H -17.04841 9.74284 -6.98642  0.185
H -17.82133 6.55603 -7.07809  0.388
H -8.71621 7.46931 -6.10849  0.237
H -16.86763 9.23893 -9.33709  0.166
H -15.87718 10.95257 -7.61594  0.219
H -20.71273 7.42230 -9.15796  0.196
H -9.48080 5.96927 -6.52569  0.250


(5)
Density functional theory data (ωB97M-V/def2-TZVPD) for an isolated molecule of C20H21FN2O3S.

Its molecular weight is 388.464 g/mol. As for the energy above the lowest of the compared OMol25 structures with the same formula, charge and spin: 0.0000 eV. Its SMILES is Cc1ccc(NC(=O)C2=CCN(S(=O)(=O)c3ccc(F)cc3)CC2)c(C)c1.

Each line ends with the natural charge from an NBO analysis.
Cartesian coordinates (Å):
S 3.38229 1.59829 -0.33540  2.323
F 6.02130 -3.61953 0.03217  -0.315
O 3.85660 2.45468 0.71520  -0.940
O 3.45629 2.06372 -1.68755  -0.935
O -2.54840 0.11054 2.23446  -0.610
N -3.09986 0.15090 0.01730  -0.622
N 1.79612 1.11870 -0.05613  -0.671
C 1.54870 0.81184 1.33631  -0.285
C 0.11258 0.49762 1.57912  -0.108
C 0.78386 1.98371 -0.62570  -0.224
C 4.20876 0.01489 -0.21254  -0.354
C 4.56424 -2.17128 -1.10782  -0.270
C 5.06925 -0.23873 0.83840  -0.158
C -6.53151 -0.65154 1.14471  -0.207
C -5.10136 -0.34649 -1.22255  -0.061
C -7.18420 -0.82146 -0.06718  -0.026
C -8.64605 -1.14511 -0.12655  -0.624
C -0.54149 1.22483 -0.68533  -0.449
C 5.42399 -2.41829 -0.04855  0.417
C -2.24694 0.28586 1.07016  0.661
C -4.46141 -0.17971 0.01477  0.204
C -4.35655 -0.19049 -2.51954  -0.641
C 5.69066 -1.47293 0.92829  -0.284
C -6.44918 -0.66349 -1.23546  -0.196
C 3.95118 -0.93343 -1.18458  -0.158
C -0.85337 0.66166 0.67577  -0.124
C -5.18736 -0.33464 1.19009  -0.237
H -2.70344 0.26406 -0.90232  0.403
H -0.13828 0.11718 2.55856  0.241
H 1.12996 2.26564 -1.62035  0.242
H -3.53117 -0.90062 -2.58876  0.214
H -8.98385 -1.58334 0.80917  0.216
H 2.17254 -0.04704 1.60531  0.226
H 4.39187 -2.93747 -1.84678  0.237
H -6.94519 -0.79372 -2.18752  0.202
H 1.85346 1.65422 1.97932  0.221
H -4.68921 -0.20840 2.13600  0.254
H 5.24398 0.53789 1.56604  0.249
H 3.28197 -0.68356 -1.99134  0.241
H 0.66151 2.89343 -0.02114  0.186
H 6.37038 -1.70788 1.73172  0.239
H -5.02549 -0.37525 -3.35598  0.230
H -7.07738 -0.76809 2.06928  0.210
H -3.95922 0.82002 -2.62827  0.212
H -1.32236 1.91623 -1.01060  0.222
H -0.45426 0.41546 -1.41659  0.218
H -8.85676 -1.83862 -0.93800  0.214
H -9.22315 -0.23687 -0.30383  0.218